Entry 1:
{"formula": "C5H12O", "method": "wB97M-V/def2-TZVPD", "fmax_ev_per_a": 1.2, "orbital_gap_ha": 0.3988, "total_charge": 0, "smiles": "CCCOCC", "energy_ev": -7426.0256, "e_above_lowest_kcal_mol": 29.7, "symbols": ["C", "C", "C", "O", "C", "C", "H", "H", "H", "H", "H", "H", "H", "H", "H", "H", "H", "H"], "xyz": [[-1.475, -2.445, -0.928], [-1.084, -1.053, -0.567], [0.152, -0.888, 0.257], [0.354, 0.515, -0.069], [1.139, 1.329, 0.760], [1.114, 2.834, 0.432], [-2.236, -2.341, -1.697], [-1.907, -2.941, -0.056], [-0.623, -2.995, -1.347], [-1.919, -0.553, -0.057], [-0.752, -0.509, -1.457], [0.018, -1.231, 1.314], [0.930, -1.567, -0.149], [2.168, 0.972, 0.686], [0.752, 1.173, 1.770], [1.746, 3.367, 1.162], [0.107, 3.256, 0.506], [1.515, 3.078, -0.559]]}

=====

Entry 2:
{"formula": "C27H74N4O9S8Si", "method": "wB97M-V/def2-TZVPD", "fmax_ev_per_a": 8.1, "orbital_gap_ha": 0.3152, "total_charge": 0, "energy_ev": -148134.0653, "symbols": ["C", "C", "N", "C", "C", "Si", "C", "C", "C", "C", "N", "C", "N", "N", "C", "C", "O", "H", "H", "H", "H", "H", "H", "H", "H", "H", "H", "H", "H", "H", "H", "H", "H", "H", "H", "H", "H", "H", "H", "H", "H", "H", "H", "C", "S", "O", "C", "H", "H", "H", "H", "H", "H", "C", "S", "O", "C", "H", "H", "H", "H", "H", "H", "C", "S", "O", "C", "H", "H", "H", "H", "H", "H", "C", "S", "O", "C", "H", "H", "H", "H", "H", "H", "C", "S", "O", "C", "H", "H", "H", "H", "H", "H", "C", "S", "O", "C", "H", "H", "H", "H", "H", "H", "C", "S", "O", "C", "H", "H", "H", "H", "H", "H", "C", "S", "O", "C", "H", "H", "H", "H", "H", "H"], "xyz": [[6.742, -4.690, 3.505], [7.298, -4.100, 2.042], [7.690, -2.618, 2.145], [6.502, -1.867, 1.588], [6.463, -0.261, 2.034], [4.562, 0.154, 2.264], [4.146, 2.019, 2.022], [2.792, 2.537, 2.786], [1.504, 1.528, 2.684], [1.070, 1.136, 1.133], [1.158, -0.376, 1.041], [-0.090, -1.068, 1.540], [-0.830, -0.734, 2.648], [-0.572, -2.308, 0.759], [8.973, -2.346, 1.396], [9.175, -1.366, 0.100], [10.080, -2.997, 1.851], [6.911, -5.853, 3.550], [7.296, -4.190, 4.408], [5.571, -4.526, 3.630], [6.396, -4.255, 1.280], [8.171, -4.779, 1.638], [5.496, -2.354, 2.009], [6.430, -2.001, 0.410], [6.847, 0.339, 1.104], [7.037, -0.042, 3.031], [3.890, -0.566, 1.151], [4.017, -0.438, 3.492], [5.049, 2.649, 2.483], [4.118, 2.276, 0.858], [2.986, 2.794, 3.936], [2.469, 3.575, 2.293], [1.592, 0.565, 3.380], [0.572, 2.129, 3.124], [1.766, 1.664, 0.320], [-0.064, 1.447, 0.962], [1.358, -0.592, 0.037], [-1.633, -1.401, 2.730], [-0.743, -3.034, 1.518], [0.198, -2.686, 0.164], [9.815, -0.421, 0.422], [8.200, -1.098, -0.486], [9.862, -1.967, -0.670], [-2.890, -6.051, 1.959], [-3.261, -4.423, 2.657], [-1.960, -3.805, 3.073], [-4.072, -5.042, 4.151], [-2.342, -5.911, 1.024], [-2.276, -6.626, 2.656], [-3.823, -6.582, 1.754], [-3.384, -5.680, 4.712], [-4.966, -5.606, 3.875], [-4.360, -4.188, 4.768], [0.756, -7.039, -0.295], [0.096, -8.497, 0.549], [-1.215, -8.106, 1.165], [1.331, -8.521, 1.870], [0.111, -6.809, -1.147], [0.771, -6.186, 0.388], [1.765, -7.251, -0.654], [1.311, -7.577, 2.419], [2.322, -8.685, 1.441], [1.094, -9.341, 2.552], [6.120, -0.273, -3.472], [4.643, -1.223, -3.035], [4.444, -1.090, -1.555], [5.372, -2.850, -3.341], [5.908, 0.788, -3.318], [6.957, -0.571, -2.836], [6.366, -0.444, -4.522], [6.256, -2.988, -2.714], [5.643, -2.937, -4.396], [4.631, -3.614, -3.095], [-5.177, 1.852, 0.119], [-3.775, 1.423, 1.179], [-2.914, 2.644, 1.305], [-2.976, 0.315, -0.008], [-5.803, 2.575, 0.647], [-4.818, 2.296, -0.813], [-5.762, 0.955, -0.093], [-2.755, 0.855, -0.932], [-3.634, -0.532, -0.216], [-2.045, -0.050, 0.431], [2.179, 2.278, -4.717], [1.699, 0.533, -4.724], [2.384, -0.118, -5.889], [-0.024, 0.816, -5.194], [3.244, 2.344, -4.482], [1.998, 2.719, -5.700], [1.607, 2.811, -3.955], [-0.069, 1.348, -6.147], [-0.525, 1.398, -4.416], [-0.520, -0.152, -5.296], [-8.841, 5.539, 3.984], [-7.992, 5.214, 2.419], [-8.783, 4.174, 1.684], [-6.559, 4.389, 3.154], [-9.795, 6.023, 3.766], [-9.024, 4.599, 4.511], [-8.231, 6.203, 4.600], [-6.883, 3.522, 3.733], [-6.023, 5.091, 3.797], [-5.897, 4.061, 2.348], [-0.059, 5.594, -8.589], [0.677, 3.946, -8.464], [0.791, 3.612, -7.006], [2.321, 4.432, -9.041], [-1.092, 5.541, -8.239], [0.498, 6.300, -7.967], [-0.047, 5.921, -9.631], [2.730, 5.209, -8.391], [2.255, 4.797, -10.068], [2.973, 3.555, -9.011], [-13.906, 6.940, 1.593], [-12.504, 6.511, 2.654], [-11.644, 7.733, 2.779], [-11.706, 5.404, 1.467], [-14.532, 7.663, 2.122], [-13.548, 7.385, 0.662], [-14.491, 6.043, 1.381], [-11.484, 5.943, 0.543], [-12.364, 4.556, 1.258], [-10.774, 5.038, 1.905]]}

=====

Entry 3:
{"formula": "C40H73N7O9S", "method": "wB97M-V/def2-TZVPD", "fmax_ev_per_a": 7.0, "orbital_gap_ha": 0.2992, "total_charge": 0, "smiles": "CC[C@](C#N)(CCOCCOc1ccc(C(C)(C)CC(C)(C)C)cc1)[C@@](N)(C#N)CCCCS(=O)(=O)O.CN(C)C=O.CN(C)C=O.CN(C)C=O.CN(C)C=O", "energy_ev": -82345.4538, "symbols": ["C", "C", "C", "C", "N", "C", "C", "O", "C", "C", "O", "C", "C", "C", "C", "C", "C", "C", "C", "C", "C", "C", "C", "C", "C", "C", "N", "C", "N", "C", "C", "C", "C", "S", "O", "O", "O", "H", "H", "H", "H", "H", "H", "H", "H", "H", "H", "H", "H", "H", "H", "H", "H", "H", "H", "H", "H", "H", "H", "H", "H", "H", "H", "H", "H", "H", "H", "H", "H", "H", "H", "H", "H", "H", "H", "H", "H", "H", "H", "H", "H", "H", "C", "O", "N", "C", "C", "H", "H", "H", "H", "H", "H", "H", "C", "O", "N", "C", "C", "H", "H", "H", "H", "H", "H", "H", "C", "O", "N", "C", "C", "H", "H", "H", "H", "H", "H", "H", "C", "O", "N", "C", "C", "H", "H", "H", "H", "H", "H", "H"], "xyz": [[-3.119, 6.303, -2.247], [-3.501, 4.902, -1.561], [-2.358, 3.776, -1.631], [-3.130, 2.352, -1.470], [-3.763, 1.337, -1.322], [-1.290, 3.824, -0.429], [-1.932, 3.731, 1.039], [-1.061, 3.035, 2.002], [-1.406, 3.619, 3.278], [-0.677, 2.878, 4.534], [-1.207, 1.564, 4.809], [-0.646, 0.547, 3.990], [0.720, 0.555, 3.260], [1.219, -0.691, 2.423], [0.388, -2.021, 2.289], [0.949, -3.303, 1.467], [1.048, -4.495, 2.591], [2.462, -3.044, 0.972], [-0.057, -3.848, 0.344], [-0.023, -3.069, -1.065], [1.174, -3.522, -2.067], [-0.055, -1.465, -0.961], [-1.405, -3.491, -1.839], [-1.013, -2.014, 3.012], [-1.506, -0.774, 3.841], [-1.617, 3.677, -3.078], [-2.591, 3.852, -4.207], [-0.365, 4.711, -3.191], [0.343, 5.685, -3.286], [-0.946, 2.201, -3.313], [0.134, 2.200, -4.528], [1.667, 2.214, -4.029], [2.571, 2.484, -5.371], [3.649, 3.981, -5.246], [4.412, 4.068, -6.558], [4.672, 3.874, -4.146], [2.770, 5.420, -5.134], [-3.123, 6.252, -3.407], [-2.100, 6.720, -1.954], [-3.926, 7.092, -1.992], [-3.740, 5.140, -0.450], [-4.513, 4.559, -2.011], [-0.728, 4.838, -0.476], [-0.555, 2.955, -0.536], [-2.042, 4.825, 1.417], [-2.986, 3.283, 1.082], [-1.040, 4.722, 3.345], [-2.529, 3.628, 3.514], [0.469, 2.940, 4.476], [-0.965, 3.534, 5.448], [1.394, 1.476, 3.324], [2.253, -0.548, 1.928], [-0.007, -4.781, 2.978], [1.705, -4.148, 3.475], [1.550, -5.414, 2.090], [2.864, -3.924, 0.333], [2.628, -2.036, 0.450], [3.128, -3.055, 1.925], [0.162, -4.975, 0.168], [-1.153, -3.826, 0.731], [0.881, -3.094, -3.106], [1.375, -4.646, -2.080], [2.098, -2.900, -1.747], [0.919, -1.072, -0.511], [-0.321, -0.975, -1.979], [-0.952, -1.203, -0.271], [-2.291, -3.304, -1.140], [-1.494, -3.009, -2.870], [-1.327, -4.645, -1.961], [-1.720, -2.927, 2.960], [-2.525, -0.866, 4.343], [-2.334, 3.274, -5.019], [-3.535, 3.523, -3.929], [-1.743, 1.416, -3.617], [-0.396, 1.834, -2.360], [-0.004, 1.192, -5.088], [-0.100, 3.010, -5.321], [1.876, 3.106, -3.341], [1.991, 1.258, -3.488], [1.843, 2.683, -6.253], [3.180, 1.561, -5.674], [2.880, 5.754, -4.203], [1.463, -8.036, -0.193], [1.581, -7.066, -0.920], [2.490, -8.694, 0.417], [2.267, -9.843, 1.270], [3.847, -8.229, 0.206], [0.476, -8.471, 0.034], [2.649, -9.623, 2.270], [2.799, -10.703, 0.855], [1.203, -10.079, 1.337], [3.928, -7.193, 0.546], [4.077, -8.267, -0.862], [4.555, -8.851, 0.756], [-2.133, 9.655, -0.855], [-2.651, 8.715, -1.433], [-1.147, 10.447, -1.367], [-0.580, 11.549, -0.616], [-0.651, 10.179, -2.704], [-2.434, 9.945, 0.164], [-0.743, 12.477, -1.170], [0.492, 11.379, -0.491], [-1.046, 11.633, 0.367], [-1.478, 10.254, -3.414], [-0.250, 9.163, -2.740], [0.130, 10.891, -2.972], [4.025, -2.627, 4.145], [3.809, -3.823, 4.192], [4.188, -1.806, 5.222], [4.442, -0.388, 5.073], [4.103, -2.369, 6.555], [4.110, -2.096, 3.184], [5.399, -0.148, 5.542], [3.641, 0.170, 5.565], [4.479, -0.106, 4.019], [4.867, -3.142, 6.667], [3.120, -2.826, 6.689], [4.253, -1.593, 7.308], [-3.116, -6.326, 1.504], [-2.075, -6.910, 1.742], [-3.994, -6.650, 0.510], [-5.215, -5.902, 0.291], [-3.695, -7.775, -0.354], [-3.439, -5.457, 2.099], [-6.069, -6.576, 0.400], [-5.202, -5.487, -0.720], [-5.309, -5.088, 1.011], [-3.604, -8.679, 0.254], [-2.742, -7.596, -0.859], [-4.484, -7.909, -1.095]]}

=====

Entry 4:
{"formula": "C25H50FeNO4PSi", "method": "wB97M-V/def2-TZVPD", "fmax_ev_per_a": 1.7, "orbital_gap_ha": [0.2536, 0.2968], "total_charge": 0, "energy_ev": -87973.3118, "multiplicity": 5, "symbols": ["C", "C", "C", "C", "C", "C", "C", "C", "N", "Fe", "C", "P", "H", "H", "H", "H", "H", "H", "H", "H", "C", "C", "H", "C", "C", "H", "H", "H", "H", "H", "H", "H", "H", "H", "H", "H", "H", "H", "H", "C", "C", "C", "C", "O", "Si", "O", "O", "C", "C", "C", "C", "O", "C", "C", "C", "C", "H", "H", "H", "H", "H", "H", "H", "H", "H", "H", "H", "H", "H", "H", "H", "H", "H", "H", "H", "H", "H", "H", "H", "H", "H", "H", "H"], "xyz": [[-3.265, -3.279, 2.563], [-2.610, -3.889, 1.492], [-2.102, -3.109, 0.428], [-2.265, -1.735, 0.477], [-2.848, -1.115, 1.575], [-3.343, -1.883, 2.638], [-1.330, -3.756, -0.685], [-1.365, -2.991, -2.029], [-2.529, -3.316, -2.782], [-1.081, -0.450, -0.783], [-2.851, 0.398, 1.587], [-2.806, 0.916, -0.203], [-2.450, -4.969, 1.476], [-3.754, -1.377, 3.517], [-3.694, -3.889, 3.367], [-1.935, 0.788, 2.066], [-3.735, 0.843, 2.056], [-0.271, -3.837, -0.379], [-1.683, -4.783, -0.864], [-1.303, -1.856, -1.913], [-2.839, 2.709, -0.213], [-4.468, 0.405, -0.705], [-0.492, -3.294, -2.636], [-3.829, -3.036, -2.235], [-2.437, -3.147, -4.207], [-0.272, 0.968, -1.557], [-4.569, -3.527, -2.883], [-3.934, -3.420, -1.212], [-4.081, -1.954, -2.222], [-3.311, -3.630, -4.661], [-2.426, -2.085, -4.521], [-1.515, -3.624, -4.568], [-5.201, 0.968, -0.113], [-4.602, 0.610, -1.773], [-4.612, -0.665, -0.520], [-3.694, 3.052, 0.389], [-1.905, 3.119, 0.194], [-2.968, 3.041, -1.253], [-0.491, 0.520, -2.212], [2.462, 1.023, 4.672], [2.261, 1.668, 3.299], [1.170, 2.730, 3.387], [3.567, 2.294, 2.823], [1.848, 0.610, 2.396], [1.496, 0.596, 0.774], [0.207, -0.307, 0.543], [1.267, 2.139, 0.265], [1.707, 3.205, -0.641], [0.699, 3.367, -1.778], [1.742, 4.487, 0.184], [3.079, 2.910, -1.229], [2.816, -0.026, 0.019], [3.081, -1.157, -0.864], [1.824, -1.781, -1.445], [3.967, -0.600, -1.975], [3.805, -2.252, -0.083], [2.762, 1.799, 5.390], [3.247, 0.256, 4.642], [1.537, 0.557, 5.035], [1.457, 3.521, 4.092], [0.983, 3.177, 2.398], [0.234, 2.285, 3.749], [4.374, 1.548, 2.824], [3.466, 2.695, 1.798], [3.861, 3.108, 3.497], [-0.327, 3.450, -1.399], [0.926, 4.290, -2.339], [0.731, 2.536, -2.492], [2.471, 4.430, 1.001], [2.011, 5.350, -0.445], [0.761, 4.685, 0.630], [3.809, 2.640, -0.461], [3.031, 2.090, -1.951], [3.468, 3.803, -1.751], [1.213, -1.054, -2.005], [2.084, -2.577, -2.161], [1.228, -2.247, -0.651], [4.803, -0.037, -1.538], [4.381, -1.405, -2.599], [3.393, 0.080, -2.620], [4.680, -1.857, 0.444], [3.142, -2.718, 0.658], [4.139, -3.034, -0.787]]}